Formula: C20H20O3S2
Source: the Open Molecules 2025 dataset
Level of theory: ωB97M-V/def2-TZVPD

Geometry (Å):
H (0.20331, -1.44657, -4.76985)
H (-1.06084, -2.23425, -3.77010)
H (-2.91923, -0.96562, 4.32628)
C (2.47421, -3.94206, -2.04496)
H (8.99183, -4.72717, 4.28658)
H (-0.57067, -0.71318, -2.04551)
H (-3.78313, 0.33060, 3.51444)
C (3.55664, -2.10824, 1.12705)
H (8.24832, -2.57835, 3.69584)
C (-2.93918, -0.35756, 3.41375)
H (0.81579, -0.08152, -2.96553)
H (5.49095, -1.45508, 2.91045)
O (7.10346, -5.51411, 3.85329)
H (1.54440, -0.72328, -0.01802)
H (7.19338, -2.56444, 5.13039)
S (1.09464, 1.38072, 2.88638)
H (3.93704, -4.31118, -0.54405)
C (7.46770, -3.13250, 4.23317)
H (3.34096, -4.85093, 1.33156)
C (-1.63855, 0.40780, 3.25512)
C (4.20346, -4.44897, 1.85927)
O (-0.67736, -0.56266, 2.75773)
C (1.26216, -1.83386, -1.80550)
C (2.84761, -2.48693, -0.10454)
H (-3.14394, -1.02924, 2.57222)
C (5.39799, -2.52990, 2.74164)
H (7.84521, -4.75167, 5.66545)
C (4.39872, -3.04349, 1.88538)
O (0.84406, -3.12228, -3.69439)
C (5.10340, -5.32539, 2.43611)
C (6.15248, -4.79004, 3.19831)
H (2.66458, -4.84127, -2.61770)
C (-0.00930, -1.91025, -3.79763)
C (3.14839, -3.64228, -0.87556)
H (5.01541, -6.39982, 2.33646)
C (1.86487, -1.60203, -0.58364)
C (0.32393, -0.99768, -2.61048)
C (1.53284, -3.02018, -2.52446)
H (4.01599, -1.09892, 1.07968)
H (-1.30928, 0.80940, 4.22559)
C (0.62727, -0.18862, 2.66434)
H (-1.75463, 1.24262, 2.54722)
C (7.95144, -4.54704, 4.58855)
C (6.28844, -3.39336, 3.35870)
S (1.74202, -1.44969, 2.39990)

Properties
Max |F| ... 2.871 eV/Å
Kohn-Sham gap ... 6.111 eV
2S+1 ... 1
Total charge ... 0
E_HOMO ... -7.4 eV
Relative energy (zero: lowest compared OMol25 entry of this formula, charge and spin) ... 43.3 kJ/mol

Need the Löwdin charges? In units of e they are:
1. H 0.12
2. H 0.12
3. H 0.08
4. C 0.01
5. H 0.12
6. H 0.13
7. H 0.07
8. C -0.18
9. H 0.12
10. C -0.08
11. H 0.13
12. H 0.14
13. O -0.01
14. H 0.10
15. H 0.13
16. S 0.59
17. H 0.10
18. C -0.10
19. H 0.12
20. C -0.29
21. C -0.02
22. O -0.21
23. C -0.14
24. C -0.25
25. H 0.08
26. C 0.05
27. H 0.12
28. C -0.23
29. O -0.02
30. C 0.02
31. C -0.21
32. H 0.12
33. C -0.11
34. C -0.03
35. H 0.12
36. C -0.01
37. C -0.10
38. C -0.22
39. H 0.12
40. H 0.11
41. C -1.28
42. H 0.10
43. C -0.10
44. C -0.15
45. S 0.81

Formula: C20H21Br2FeN3OS5
Source: the Open Molecules 2025 dataset
Level of theory: ωB97M-V/def2-TZVPD

Geometry (Å):
S (-1.54624, -2.33681, -1.52872)
C (2.42637, -1.48316, -2.13491)
H (1.71948, -2.18392, -2.59959)
S (-5.64443, -1.24672, -0.29603)
H (1.15907, -3.04716, -0.32011)
H (2.46113, 0.12415, 0.79859)
C (-0.67174, 3.74592, -1.00067)
C (-0.36363, 3.20102, 1.29431)
C (-0.42360, 4.19230, 0.29509)
H (2.42644, -0.55204, -2.73389)
Fe (-0.20843, -0.57741, -0.62128)
C (-0.80068, 2.36391, -1.29660)
S (-3.66209, -2.84662, 1.19630)
N (-0.60934, 1.38709, -0.34640)
N (4.29655, -2.12484, -0.60880)
N (1.91757, -1.10793, -0.82132)
S (-6.81910, 0.20874, -2.68685)
C (3.31634, -2.86352, 0.18190)
H (-4.75211, -1.23013, 2.62766)
H (-0.40432, 5.25605, 0.53484)
H (-0.80959, 4.47324, -1.76123)
Br (0.20131, 5.20633, 3.28272)
C (-0.53353, 0.75252, 1.99626)
H (-0.65967, 1.03717, -3.01208)
C (-0.38033, 2.51856, 3.67501)
H (1.48697, -1.97622, 1.01978)
H (-2.27852, 1.74228, -2.65690)
C (1.89086, -2.29302, 0.05436)
C (-0.51471, 1.17494, 3.35239)
C (-0.20657, 3.48718, 2.68151)
H (3.80595, -3.13518, -2.34992)
O (-0.61231, -0.48004, 1.61354)
C (-0.52007, 1.82938, 0.96877)
H (-3.43670, -2.09520, 3.43801)
H (-0.29487, 2.80062, 4.74084)
Br (-0.48567, -0.02527, 4.78230)
C (3.83271, -2.10576, -2.01620)
H (3.69087, -2.81834, 1.22406)
C (4.28619, -0.72022, -0.14708)
C (-4.04832, -1.89801, -0.21243)
S (-3.97994, -0.78781, -2.56651)
C (-3.18263, -1.73324, -1.26796)
H (-0.94212, 2.75564, -3.39953)
C (-1.17299, 1.96076, -2.68588)
H (3.40952, -3.88738, -0.17325)
C (2.84612, -0.12369, -0.20195)
H (4.60526, -1.56596, -2.56044)
H (2.81294, 0.79549, -0.80879)
H (-3.02244, -0.77434, 2.34909)
H (4.68445, -0.70762, 0.89728)
C (-3.72041, -1.57543, 2.52690)
C (-5.54919, -0.52043, -1.91064)
H (4.98019, -0.18988, -0.80553)

Properties
Max |F| ... 3.107 eV/Å
Kohn-Sham gap (spin up / spin down) ... 6.714 / 6.455 eV
2S+1 ... 5
Total charge ... 0
E_HOMO (spin up / spin down) ... -7.6 / -7.6 eV

Need the Löwdin charges? In units of e they are:
1. S 0.51
2. C -0.15
3. H 0.12
4. S 0.90
5. H 0.12
6. H 0.12
7. C 0.00
8. C -0.20
9. C 0.00
10. H 0.13
11. Fe 0.67
12. C -0.28
13. S 0.82
14. N 0.04
15. N -0.16
16. N -0.26
17. S 0.52
18. C -0.15
19. H 0.03
20. H 0.09
21. H 0.10
22. Br 0.78
23. C -0.41
24. H 0.07
25. C -0.20
26. H 0.11
27. H 0.09
28. C -0.16
29. C -0.65
30. C -0.66
31. H 0.12
32. O -0.16
33. C -0.11
34. H 0.03
35. H 0.10
36. Br 0.79
37. C -0.14
38. H 0.13
39. C -0.14
40. C -1.05
41. S 0.86
42. C -1.07
43. H 0.08
44. C -0.04
45. H 0.12
46. C -0.13
47. H 0.12
48. H 0.12
49. H 0.01
50. H 0.13
51. C -0.36
52. C -1.48
53. H 0.12

Formula: C20H21BrGaN6O3
Source: the Open Molecules 2025 dataset
Level of theory: ωB97M-V/def2-TZVPD

Geometry (Å):
Ga (-0.22780, -0.77694, -2.41370)
C (2.96207, -0.29976, -2.24400)
H (3.50123, 0.63044, -2.06662)
H (-9.34492, -4.04506, -6.15420)
C (1.09676, -1.34013, 3.50510)
H (-2.65956, -0.44049, 5.06591)
H (-0.64252, -0.31882, 2.89850)
C (4.26485, -0.98378, 1.65310)
C (-0.77469, -2.01253, 7.50825)
C (0.29616, 2.21072, -1.63588)
N (0.12743, 1.37181, -2.66522)
C (-0.63934, -1.17618, 4.86204)
C (-1.85838, -1.36203, 6.85594)
N (0.97281, 6.41228, -2.49223)
C (0.21823, 1.85557, -3.91328)
N (1.51229, -1.89352, 4.66675)
C (0.39420, -2.25156, 6.85507)
H (0.07182, 1.14782, -4.72258)
C (3.35637, -1.23177, 2.65566)
H (-0.23690, -1.72703, 1.09967)
H (4.56962, -0.53382, -0.40633)
H (-7.32015, -4.71382, -5.30491)
C (0.98323, 5.49769, -3.48164)
O (0.20698, -0.96821, 0.69749)
O (1.24023, 5.74525, -4.63631)
H (1.23937, -2.74087, 7.31873)
C (0.55888, 3.55487, -1.81462)
N (-7.33778, -4.03805, -6.05869)
N (-8.48819, -3.76669, -6.61712)
C (2.47585, -0.73002, 0.05603)
H (0.67058, 6.22152, -1.55583)
C (0.66142, 4.05625, -3.10778)
H (2.41070, -0.21768, -3.17827)
C (0.48962, 3.18035, -4.17299)
C (1.98143, -1.18917, 2.37214)
H (3.68003, -1.43425, 3.66571)
H (0.57947, 3.55618, -5.18290)
H (3.65087, -1.14015, -2.31466)
C (-1.81112, -0.93274, 5.51980)
H (-6.49358, -3.83958, -6.57992)
N (-0.19433, -0.91841, 3.57384)
O (1.98744, -0.52549, -1.20866)
H (-0.89821, -2.31229, 8.53919)
C (3.83023, -0.72127, 0.35738)
C (1.53986, -0.96773, 1.06058)
H (-2.76715, -1.19086, 7.41840)
H (1.17125, 7.36882, -2.74144)
C (0.48162, -1.81478, 5.49751)
Br (6.10239, -0.99534, 2.01845)
H (0.22537, 1.78074, -0.64373)
H (-8.51394, -3.21596, -7.46644)
H (0.69790, 4.17644, -0.94129)

Properties
Max |F| ... 0.235 eV/Å
Kohn-Sham gap (spin up / spin down) ... 5.124 / 6.209 eV
2S+1 ... 1
Total charge ... +3
E_HOMO (spin up / spin down) ... -15.4 / -15.4 eV
Relative energy (zero: lowest compared OMol25 entry of this formula, charge and spin) ... 80.7 kJ/mol

Need the Löwdin charges? In units of e they are:
1. Ga 0.92
2. C -0.04
3. H 0.12
4. H 0.17
5. C -0.17
6. H 0.13
7. H 0.17
8. C -0.66
9. C -0.02
10. C -0.11
11. N -0.12
12. C -0.14
13. C 0.04
14. N 0.20
15. C -0.11
16. N 0.23
17. C 0.06
18. H 0.12
19. C -0.04
20. H 0.13
21. H 0.11
22. H 0.16
23. C -0.48
24. O 0.00
25. O 0.10
26. H 0.14
27. C 0.03
28. N 0.16
29. N 0.18
30. C -0.19
31. H 0.10
32. C -0.07
33. H 0.07
34. C 0.04
35. C -0.06
36. H 0.12
37. H 0.14
38. H 0.12
39. C 0.04
40. H 0.16
41. N 0.19
42. O -0.26
43. H 0.13
44. C -0.01
45. C -0.17
46. H 0.13
47. H 0.13
48. C -0.16
49. Br 0.87
50. H 0.12
51. H 0.17
52. H 0.12

Formula: C20H21Cl2
Source: the Open Molecules 2025 dataset
Level of theory: ωB97M-V/def2-TZVPD

Geometry (Å):
H (-0.79796, 1.41029, 2.45882)
Cl (-1.66143, -0.07451, -5.93800)
Cl (0.98042, 5.85467, 2.62171)
H (1.78483, -0.05906, -0.00121)
H (-2.39090, -3.06952, 0.99272)
H (-2.55794, -1.43315, 0.29400)
C (-0.00966, 1.93226, 0.51193)
H (-0.39570, -3.94986, 1.90545)
H (2.34083, -2.35804, -0.33823)
H (3.32942, -1.89070, 1.04912)
H (0.44477, 3.03838, -1.30703)
C (0.67177, 4.38449, 1.81513)
C (-1.10024, -0.02886, -4.30467)
C (1.52801, -0.68121, 0.87810)
C (2.28056, -2.04420, 0.72216)
C (-0.00187, -0.64502, 0.98377)
H (2.07302, -4.11466, 1.12351)
H (-0.10826, 3.39920, 3.59194)
C (0.06792, 3.34237, 2.51932)
C (-0.08764, 0.83868, -3.85578)
H (-0.02220, -3.78735, 0.17484)
C (0.09368, -3.27103, 1.15770)
H (0.38449, 1.45518, -4.61931)
C (-0.27139, 2.17099, 1.86799)
C (0.43644, 3.04399, -0.22684)
C (0.28407, 0.88518, -2.50173)
H (1.20270, 1.41435, -2.19859)
H (-1.53452, 0.52819, 0.26127)
H (-0.43560, -0.09044, 1.84694)
C (-1.49026, -0.64601, -1.99823)
C (-0.46803, 0.54721, -0.03264)
C (1.61501, -3.18187, 1.46565)
H (1.76412, -3.11036, 2.55321)
H (-2.51310, -1.57339, -3.67127)
C (-0.61364, -1.95293, 1.08651)
H (-2.51139, -1.60676, 2.04589)
C (0.86508, 4.22418, 0.43568)
H (-2.05945, -1.21108, -1.25653)
C (-2.07552, -2.02176, 1.10349)
H (1.88628, -0.13462, 1.75850)
C (-1.78023, -0.82506, -3.35315)
H (1.35557, 5.04363, -0.08076)
C (-0.50210, 0.24820, -1.54139)

Properties
Max |F| ... 2.395 eV/Å
Kohn-Sham gap ... 6.045 eV
2S+1 ... 1
Total charge ... +1
E_HOMO ... -11.7 eV
Relative energy (zero: lowest compared OMol25 entry of this formula, charge and spin) ... 123.0 kJ/mol

Need the Löwdin charges? In units of e they are:
1. H 0.12
2. Cl 0.71
3. Cl 0.73
4. H 0.12
5. H 0.11
6. H 0.09
7. C -0.16
8. H 0.16
9. H 0.13
10. H 0.13
11. H 0.09
12. C -0.68
13. C -0.66
14. C -0.11
15. C -0.17
16. C -0.19
17. H 0.12
18. H 0.12
19. C -0.09
20. C -0.07
21. H 0.17
22. C -0.09
23. H 0.11
24. C -0.05
25. C 0.00
26. C -0.04
27. H 0.12
28. H 0.14
29. H 0.14
30. C -0.03
31. C -0.13
32. C -0.18
33. H 0.13
34. H 0.11
35. C -0.06
36. H 0.15
37. C -0.06
38. H 0.08
39. C 0.00
40. H 0.13
41. C -0.08
42. H 0.11
43. C -0.17

Formula: C20H21ClN2O5S
Source: the Open Molecules 2025 dataset
Level of theory: ωB97M-V/def2-TZVPD

Geometry (Å):
H (-0.44776, 1.64705, -3.70831)
S (-1.65019, 0.10520, 0.44985)
C (-0.27298, 1.27727, 0.53799)
C (0.95495, 0.78437, 0.14474)
C (-1.00075, -3.01541, -3.92581)
H (4.21828, -0.10002, -1.79234)
C (-0.39874, 2.60759, 0.91029)
C (0.30833, -1.02880, 3.15934)
H (0.88391, -0.29278, 2.59376)
H (1.00693, -0.25660, -0.12804)
H (1.75186, 2.13802, -2.66709)
C (0.72057, 3.43405, 0.90269)
O (4.43401, 1.35248, 0.16941)
O (-2.86625, 0.81530, 0.20581)
C (1.78325, -1.23762, -2.47485)
H (-2.98076, -0.61432, 3.59526)
C (-2.02180, -1.94037, -3.55982)
C (3.39405, 1.10925, -0.40707)
C (2.06689, 1.61547, 0.07593)
C (-1.30926, 0.71360, 3.92302)
C (-0.31947, -0.35638, 4.37861)
C (0.55703, -1.51184, -3.06218)
H (-0.77240, 1.49634, 3.38439)
N (-1.78902, -0.64102, 1.91257)
H (2.38706, -2.06238, -2.12994)
C (2.19025, 0.07601, -2.28884)
H (-1.35693, -4.01358, -3.66607)
Cl (-1.91721, 3.24839, 1.38715)
N (3.35150, 0.35235, -1.53165)
H (0.61760, 4.46171, 1.21233)
H (-3.02688, 0.84198, 2.58349)
C (-0.79208, -1.61968, 2.27661)
C (-2.36972, 0.08756, 3.01566)
H (-0.39301, -2.02104, 1.34507)
O (-1.25671, -0.90209, -0.49463)
O (0.19684, -2.81875, -3.20260)
H (-1.29921, -2.42831, 2.81614)
H (0.98619, -1.82510, 3.46979)
H (-2.96195, -2.08359, -4.09266)
O (-1.52538, -0.67505, -3.94810)
C (1.41275, 1.12002, -2.77792)
H (2.81131, 3.57917, 0.46309)
H (-0.84347, -1.10556, 4.97679)
H (-2.18714, -1.94592, -2.47482)
C (-0.26967, -0.45338, -3.46492)
H (-0.79273, -2.96721, -5.00410)
C (0.18934, 0.85172, -3.35761)
H (0.45658, 0.09148, 5.00133)
H (-1.80019, 1.17097, 4.78300)
C (1.94219, 2.93945, 0.48526)

Properties
Max |F| ... 1.034 eV/Å
Kohn-Sham gap ... 8.364 eV
2S+1 ... 1
Total charge ... 0
E_HOMO ... -8.1 eV
Relative energy (zero: lowest compared OMol25 entry of this formula, charge and spin) ... 93.3 kJ/mol
Structure (SMILES) ... O=C(Nc1ccc2c(c1)OCCO2)c1ccc(Cl)c(S(=O)(=O)N2CCCCC2)c1

Need the Löwdin charges? In units of e they are:
1. H 0.13
2. S 0.66
3. C -0.25
4. C -0.03
5. C -0.14
6. H 0.16
7. C -0.63
8. C -0.17
9. H 0.10
10. H 0.12
11. H 0.12
12. C -0.07
13. O 0.08
14. O -0.31
15. C 0.06
16. H 0.13
17. C -0.14
18. C -0.44
19. C -0.13
20. C -0.18
21. C -0.19
22. C -0.20
23. H 0.09
24. N -0.23
25. H 0.13
26. C -0.28
27. H 0.13
28. Cl 0.78
29. N 0.14
30. H 0.11
31. H 0.09
32. C -0.19
33. C -0.20
34. H 0.11
35. O -0.27
36. O -0.01
37. H 0.13
38. H 0.12
39. H 0.14
40. O -0.01
41. C -0.03
42. H 0.13
43. H 0.11
44. H 0.12
45. C -0.21
46. H 0.14
47. C 0.03
48. H 0.11
49. H 0.12
50. C 0.01